No. 1
C32H30BClF41NO9 | wB97M-V/def2-TZVPD

ORCA input file:
```
! wB97M-V def2-TZVPD RIJCOSX def2/J DEFGRID3
* xyz 0 1
C -3.11 2.41 7.37
B -1.49 2.48 7.47
O -0.76 2.05 6.27
C -0.65 3.02 8.79
C -0.81 2.07 10.08
C -2.26 2.09 10.75
O -3.07 1.16 10.46
F -2.69 3.08 11.71
C 0.94 2.79 8.44
O 1.54 1.73 8.13
O 1.71 4.02 8.59
C 0.94 4.81 9.58
C -0.56 4.61 8.97
N -1.66 5.35 9.63
Cl -0.33 5.25 7.22
H -3.38 2.61 6.26
H -3.63 3.26 7.96
H -3.56 1.38 7.63
H -0.68 1.07 6.32
H -0.64 0.98 9.71
H 0.05 2.29 10.80
H 1.31 5.90 9.57
H 0.99 4.37 10.64
H -2.54 4.82 9.67
H -1.78 6.23 9.09
C -2.25 -3.14 2.41
C -3.17 -2.10 1.74
C -2.61 -0.68 1.63
F -2.36 -0.13 2.83
F -3.51 0.13 1.02
F -4.37 -2.11 2.36
F -3.41 -2.55 0.47
O -2.50 -3.42 3.80
C -1.91 -2.55 4.74
C -2.94 -1.79 5.57
F -3.74 -1.03 4.79
F -2.33 -0.94 6.44
F -1.02 -1.74 4.13
F -1.17 -3.35 5.56
H -2.44 -4.09 1.91
H -1.19 -2.94 2.22
H -1.70 -0.66 1.04
H -3.58 -2.47 6.14
C 1.08 1.23 -0.63
C 1.13 -0.31 -0.58
C 2.50 -0.93 -0.30
F 3.40 -0.62 -1.25
F 2.41 -2.28 -0.28
F 0.59 -0.80 -1.72
F 0.28 -0.70 0.43
O 1.11 1.83 -1.93
C 2.39 2.03 -2.50
C 2.60 1.21 -3.78
F 2.47 -0.11 -3.56
F 3.85 1.40 -4.28
F 3.34 1.80 -1.57
F 2.47 3.35 -2.79
H 0.10 1.51 -0.23
H 1.80 1.69 0.05
H 2.89 -0.60 0.67
H 1.88 1.50 -4.55
C 6.78 -0.07 -5.42
C 6.60 -1.48 -6.01
C 7.24 -2.62 -5.23
F 8.58 -2.50 -5.15
F 7.01 -3.81 -5.85
F 7.01 -1.47 -7.30
F 5.25 -1.72 -6.05
O 7.83 0.74 -5.99
C 9.13 0.55 -5.48
C 10.11 0.02 -6.53
F 9.70 -1.17 -7.03
F 11.34 -0.18 -5.99
F 9.08 -0.21 -4.37
F 9.54 1.77 -5.06
H 5.87 0.48 -5.65
H 6.83 -0.08 -4.33
H 6.84 -2.69 -4.22
H 10.20 0.72 -7.37
C -3.22 2.93 -5.61
C -4.10 1.66 -5.78
C -5.35 1.60 -4.91
F -5.07 1.60 -3.60
F -6.03 0.45 -5.16
F -3.32 0.56 -5.61
F -4.49 1.63 -7.09
O -2.08 2.81 -4.75
C -2.29 2.99 -3.37
C -1.99 1.73 -2.55
F -2.77 0.69 -2.94
F -2.24 1.93 -1.23
F -3.53 3.47 -3.16
F -1.44 3.98 -2.99
H -2.80 3.13 -6.59
H -3.82 3.81 -5.37
H -6.03 2.43 -5.13
H -0.95 1.43 -2.67
C -3.18 -3.99 -2.59
C -1.71 -3.58 -2.83
C -1.45 -2.77 -4.10
F -1.77 -3.44 -5.22
F -0.13 -2.47 -4.20
F -0.93 -4.69 -2.79
F -1.33 -2.82 -1.76
O -3.56 -5.32 -2.97
C -3.93 -5.52 -4.32
C -2.98 -6.47 -5.06
F -1.71 -6.00 -5.06
F -3.34 -6.60 -6.36
F -4.06 -4.32 -4.94
F -5.17 -6.06 -4.29
H -3.32 -3.98 -1.50
H -3.89 -3.24 -2.96
H -2.00 -1.82 -4.08
H -2.97 -7.45 -4.60
*
```

Properties
Lowest unoccupied orbital energy in eV: 0.13
Orbital gap in hartree: 0.383



No. 2
C38H28N3O2PPt | wB97M-V/def2-TZVPD

ORCA input file:
```
! wB97M-V def2-TZVPD RIJCOSX def2/J DEFGRID3
* xyz 0 1
Pt -0.49 1.52 -0.20
C 5.81 0.26 0.36
C 5.47 0.26 -0.98
C 4.20 0.64 -1.39
C 3.26 1.02 -0.44
C 3.60 1.02 0.92
C 4.87 0.64 1.32
P 1.63 1.66 -0.92
C 1.34 0.90 -2.57
C 1.51 -0.47 -2.74
C 1.08 -1.10 -3.90
C 0.48 -0.35 -4.90
C 0.32 1.02 -4.75
C 0.72 1.64 -3.58
C 1.89 3.42 -1.20
C 3.07 4.02 -1.54
C 3.10 5.42 -1.74
C 1.96 6.16 -1.61
C 0.73 5.56 -1.24
C -0.46 6.30 -1.08
C -1.60 5.66 -0.68
C -1.61 4.27 -0.42
C -0.48 3.50 -0.56
C 0.70 4.16 -1.00
H 6.80 -0.04 0.67
H 6.21 -0.03 -1.73
H 3.95 0.65 -2.44
H 2.86 1.32 1.65
H 5.13 0.64 2.37
H 2.01 -1.05 -1.96
H 1.20 -2.17 -4.01
H 0.14 -0.84 -5.81
H -0.14 1.60 -5.54
H 0.57 2.71 -3.45
H 3.98 3.44 -1.65
H 4.04 5.90 -2.00
H 1.99 7.23 -1.76
H -0.45 7.37 -1.26
H -2.52 6.22 -0.57
H -2.54 3.80 -0.10
C 0.16 -4.42 5.55
O -0.95 -3.56 5.36
C -1.84 -3.89 4.39
C -1.85 -5.11 3.73
C -2.75 -5.33 2.68
C -3.59 -4.31 2.25
C -3.65 -3.13 3.01
C -2.79 -2.93 4.06
N -4.29 -4.50 1.04
N -4.77 -3.50 0.41
C -4.10 -2.34 0.09
C -4.89 -1.24 -0.26
C -4.38 0.04 -0.34
C -3.03 0.30 -0.10
O -2.53 1.51 -0.07
C -2.16 -0.84 0.07
N -0.82 -0.57 0.14
C 0.02 -1.57 0.22
C -0.38 -2.90 0.15
C -1.72 -3.19 0.08
C -2.66 -2.15 0.11
H 0.81 -3.93 6.27
H 0.70 -4.57 4.61
H -0.15 -5.39 5.95
H -1.16 -5.90 4.00
H -2.76 -6.28 2.15
H -4.38 -2.37 2.75
H -2.83 -2.01 4.65
H -5.95 -1.42 -0.39
H -5.02 0.89 -0.56
H 1.07 -1.31 0.31
H 0.36 -3.69 0.13
H -2.05 -4.22 -0.01
*
```

Properties
Lowest unoccupied orbital energy (spin up / spin down) in eV: -0.61 / -0.47
Orbital gap (spin up / spin down) in hartree: 0.229 / 0.227



No. 3
C10H36BCsN4O6 | wB97M-V/def2-TZVPD

ORCA input file:
```
! wB97M-V def2-TZVPD RIJCOSX def2/J DEFGRID3
* xyz 0 1
Cs 1.68 -0.32 -2.69
B -0.24 -0.12 0.37
H -1.13 -0.85 0.29
H -0.47 0.65 1.19
H 0.72 -0.70 0.56
H -0.18 0.48 -0.60
C 2.40 0.07 3.30
O 3.27 0.14 4.18
N 2.72 0.00 1.98
N 1.08 -0.12 3.60
H 3.69 0.09 1.74
H 2.03 0.31 1.31
H 0.47 -0.23 2.81
H 0.75 -0.31 4.52
C -0.19 2.76 -3.82
O 1.01 2.57 -3.59
N -0.72 3.01 -5.05
N -1.12 2.83 -2.83
H -0.17 2.90 -5.88
H -1.71 3.14 -5.15
H -0.82 2.66 -1.87
H -2.02 3.19 -3.05
C -2.84 -0.18 -2.33
C -3.23 0.81 -1.21
O -3.50 0.13 0.00
H -2.13 -0.95 -2.02
H -2.46 0.38 -3.19
H -3.78 -0.65 -2.63
H -4.10 1.41 -1.48
H -2.40 1.51 -1.04
H -2.63 -0.18 0.29
C -1.14 4.95 1.08
C -0.53 3.58 1.33
O -0.43 2.92 0.06
H -1.15 5.53 2.01
H -2.11 4.98 0.59
H -0.46 5.60 0.52
H -1.15 2.98 2.00
H 0.48 3.69 1.74
H -0.45 1.97 0.25
C -1.48 -4.57 2.26
C -0.80 -3.27 1.87
O -0.76 -3.23 0.44
H -1.73 -4.57 3.32
H -0.88 -5.41 1.92
H -2.39 -4.70 1.68
H 0.19 -3.22 2.32
H -1.35 -2.40 2.25
H -0.64 -2.30 0.21
C 3.05 -3.25 0.27
C 3.97 -3.21 -0.95
O 4.12 -1.88 -1.45
H 3.57 -2.85 1.14
H 2.75 -4.27 0.51
H 2.12 -2.70 0.11
H 3.59 -3.88 -1.72
H 4.97 -3.52 -0.63
H 4.65 -1.39 -0.82
*
```

Properties
Lowest unoccupied orbital energy in eV: -0.54
Orbital gap in hartree: 0.319
ΔE to the lowest compared entry with this formula, charge and spin in kcal per mole: 0.00



No. 4
C33H51BrNP3V | wB97M-V/def2-TZVPD

ORCA input file:
```
! wB97M-V def2-TZVPD RIJCOSX def2/J DEFGRID3
* xyz 4 2
N 0.47 -3.59 -8.57
C 0.19 -4.47 -7.61
C 0.11 -4.13 -6.26
C 0.38 -2.78 -5.90
C 0.64 -1.84 -6.92
C 0.70 -2.31 -8.24
C 0.35 -2.39 -4.50
V 0.32 -0.40 -0.60
P -3.35 3.83 2.60
C 0.47 -1.13 -4.00
C 0.07 -0.90 -2.64
C -0.61 0.30 -2.30
C -1.67 0.20 -1.34
C -1.73 -1.03 -0.73
C -1.18 -2.22 -1.10
C 0.07 -2.05 -1.79
Br -0.53 0.81 1.54
H 0.18 -3.23 -3.82
H 0.70 -0.26 -4.63
H -0.17 -4.88 -5.52
H 0.77 -0.77 -6.71
H 0.02 -5.50 -7.93
H 0.93 -1.61 -9.04
H -0.30 1.20 -2.83
H 0.81 -2.84 -1.97
H -2.30 1.04 -1.08
H -1.51 -3.21 -0.76
P 2.14 1.32 -0.40
C -3.96 2.18 2.02
C -5.47 2.27 1.93
H -3.63 1.40 2.72
H -3.50 1.99 1.04
H -5.91 1.29 1.76
H -5.90 2.67 2.85
H -5.80 2.91 1.12
C -2.66 4.48 1.04
C -2.58 5.99 1.14
H -3.36 4.18 0.25
H -1.69 4.01 0.86
H -2.39 6.43 0.17
H -3.51 6.41 1.51
H -1.78 6.33 1.80
C -1.86 3.51 3.61
C -2.23 3.30 5.09
H -1.17 4.36 3.51
H -1.38 2.61 3.19
H -1.39 2.90 5.66
H -2.53 4.25 5.55
H -3.07 2.61 5.21
C 3.24 1.60 1.06
C 4.72 1.77 0.72
H 3.08 0.76 1.75
H 2.86 2.50 1.58
H 5.23 0.80 0.70
H 4.87 2.26 -0.24
H 5.22 2.38 1.49
C 1.25 2.91 -0.64
C 1.24 3.43 -2.06
H 1.70 3.63 0.05
H 0.23 2.75 -0.27
H 2.24 3.45 -2.50
H 0.59 2.82 -2.71
H 0.84 4.45 -2.09
C 3.14 0.72 -1.84
C 3.89 -0.60 -1.63
H 3.84 1.53 -2.06
H 2.47 0.63 -2.70
H 4.82 -0.61 -2.23
H 4.18 -0.79 -0.58
H 3.31 -1.48 -1.97
C -1.34 -2.33 2.10
P 0.32 -2.93 1.55
C 1.74 -1.71 1.67
C 0.55 -3.78 3.15
C 0.51 -3.04 4.35
C 0.43 -3.72 5.56
C 0.37 -5.11 5.59
C 0.43 -5.85 4.39
C 0.51 -5.19 3.17
H -1.79 -1.72 1.32
H -1.26 -1.71 3.01
H -1.97 -3.21 2.32
H 1.68 -1.07 2.55
H 2.66 -2.32 1.74
H 1.85 -1.06 0.76
H 0.50 -1.96 4.33
H 0.40 -3.14 6.49
H 0.27 -5.63 6.54
H 0.41 -6.93 4.41
H 0.53 -5.74 2.23
*
```

Properties
Lowest unoccupied orbital energy (spin up / spin down) in eV: -14.86 / -14.87
Orbital gap (spin up / spin down) in hartree: 0.107 / 0.107
ΔE to the lowest compared entry with this formula, charge and spin in kcal per mole: 19.86



No. 5
C20H27F4N3OOsSi | wB97M-V/def2-TZVPD

ORCA input file:
```
! wB97M-V def2-TZVPD RIJCOSX def2/J DEFGRID3
* xyz 2 5
Os 0.61 0.63 0.09
C -1.25 2.06 2.07
N 0.05 1.34 2.00
C 1.11 2.20 2.61
C -0.02 0.07 2.79
C -0.97 -0.93 2.16
N -0.85 -0.85 0.71
C -1.64 -1.60 -0.09
C -1.69 -1.28 -1.47
F -0.98 -0.20 -1.89
C -2.44 -1.98 -2.37
F -2.43 -1.61 -3.65
C -3.21 -3.06 -1.95
C -3.20 -3.40 -0.61
F -3.92 -4.42 -0.18
C -2.44 -2.70 0.31
F -2.46 -3.10 1.57
H -1.52 2.20 3.12
H -2.02 1.48 1.57
H -1.15 3.02 1.58
H 0.88 2.37 3.66
H 1.13 3.15 2.09
H 2.07 1.70 2.54
H -0.32 0.30 3.82
H 1.00 -0.34 2.83
H -2.01 -0.74 2.45
H -0.72 -1.93 2.53
H -3.81 -3.62 -2.66
C 2.79 2.77 -1.54
Si 0.93 2.67 -1.36
C 0.02 2.45 -2.98
C 0.23 4.11 -0.43
C 1.06 4.96 0.31
C 0.55 6.06 0.98
C -0.81 6.34 0.90
C -1.65 5.53 0.15
C -1.13 4.43 -0.51
H 3.04 3.66 -2.12
H 3.20 1.90 -2.06
H 3.30 2.84 -0.58
H 0.46 3.15 -3.70
H -1.03 2.72 -2.88
H 0.06 1.45 -3.40
H 2.13 4.77 0.36
H 1.21 6.71 1.54
H -1.21 7.21 1.41
H -2.70 5.76 0.08
H -1.81 3.82 -1.10
C 1.89 -0.77 -3.48
C 2.25 -1.16 -2.09
N 3.12 -2.14 -1.92
O 1.76 -0.61 -1.07
H 2.53 -1.24 -4.22
H 1.95 0.31 -3.58
H 0.86 -1.06 -3.67
H 3.55 -2.60 -2.70
H 3.38 -2.43 -0.99
*
```

Properties
Lowest unoccupied orbital energy (spin up / spin down) in eV: -5.88 / -8.58
Orbital gap (spin up / spin down) in hartree: 0.307 / 0.216
ΔE to the lowest compared entry with this formula, charge and spin in kcal per mole: 2.66



No. 6
C2H11NO3 | wB97M-V/def2-TZVPD

ORCA input file:
```
! wB97M-V def2-TZVPD RIJCOSX def2/J DEFGRID3
* xyz 0 1
C -0.86 1.20 0.67
C -0.09 -0.99 0.85
N -0.79 -0.17 0.21
H -1.90 1.50 0.71
H -0.36 1.83 -0.06
H -0.41 1.36 1.66
H -0.02 -2.00 0.45
H 0.42 -0.78 1.78
H -3.88 -1.07 1.26
H -2.78 -0.72 0.25
O -3.73 -0.62 0.41
H 1.82 1.22 -2.13
H 0.47 0.53 -1.85
O 1.37 0.37 -2.15
H 4.21 0.48 -0.38
H 2.95 0.45 0.45
O 3.70 -0.10 0.20
*
```

Properties
Lowest unoccupied orbital energy in eV: 0.45
Orbital gap in hartree: 0.401
ΔE to the lowest compared entry with this formula, charge and spin in kcal per mole: 27.51



No. 7
C3H7NO | wB97M-V/def2-TZVPD

ORCA input file:
```
! wB97M-V def2-TZVPD RIJCOSX def2/J DEFGRID3
* xyz 1 2
C 1.84 -1.42 -0.87
N 0.61 -1.63 -0.99
H 2.49 -1.61 -1.71
H 2.52 -1.12 0.05
H 0.11 -1.30 -0.26
O -1.32 -0.52 1.53
C -1.60 0.63 1.21
C -0.75 1.29 0.12
H -2.41 1.06 1.58
H 0.18 0.77 -0.32
H -0.41 2.30 0.48
H -1.27 1.52 -0.82
*
```

Properties
Lowest unoccupied orbital energy (spin up / spin down) in eV: -4.40 / -10.08
Orbital gap (spin up / spin down) in hartree: 0.453 / 0.154
ΔE to the lowest compared entry with this formula, charge and spin in kcal per mole: 74.90



No. 8
C22H24Cl2IrN7O | wB97M-V/def2-TZVPD

ORCA input file:
```
! wB97M-V def2-TZVPD RIJCOSX def2/J DEFGRID3
* xyz 2 1
Ir 0.06 0.33 -0.89
C -6.16 2.48 -1.86
C -4.77 2.31 -1.33
C -3.88 3.38 -1.28
C -2.58 3.24 -0.82
C -2.13 2.01 -0.37
N -0.82 1.76 0.11
C -0.26 2.61 1.07
C -1.10 3.43 1.84
C -0.59 4.30 2.79
C 0.77 4.36 3.06
C 1.32 5.28 4.12
C 1.59 3.49 2.37
C 1.09 2.64 1.39
N 2.02 1.73 0.78
C 3.36 1.83 0.83
C 3.91 0.62 0.47
C 2.83 -0.20 0.19
N 1.67 0.47 0.37
C -3.02 0.93 -0.42
C -4.31 1.07 -0.90
N -2.59 -0.34 0.09
C -3.30 -1.25 0.78
C -2.49 -2.33 1.05
C -1.25 -2.00 0.50
N -1.33 -0.80 -0.09
H -6.55 3.47 -1.63
H -6.84 1.74 -1.44
H -6.18 2.37 -2.95
H -4.21 4.36 -1.61
H -1.91 4.09 -0.80
H -2.17 3.38 1.70
H -1.28 4.92 3.35
H 0.72 6.19 4.19
H 2.34 5.57 3.91
H 1.30 4.79 5.09
H 2.64 3.46 2.62
H 3.83 2.75 1.12
H 4.96 0.37 0.41
H 2.81 -1.23 -0.11
H -4.97 0.21 -0.93
H -4.33 -1.05 1.04
H -2.75 -3.22 1.59
H -0.33 -2.55 0.52
Cl 0.97 -1.70 -2.01
C 2.14 -1.19 -3.32
Cl 2.27 0.54 -3.36
H 1.73 -1.56 -4.25
H 3.09 -1.65 -3.08
N -2.07 1.85 -4.30
C -1.73 0.91 -3.43
N -2.36 -0.27 -3.45
O -0.81 1.15 -2.60
H -2.71 1.68 -5.06
H -1.54 2.71 -4.31
H -3.09 -0.48 -4.11
H -2.08 -0.99 -2.81
*
```

Properties
Lowest unoccupied orbital energy (spin up / spin down) in eV: -6.87 / -6.87
Orbital gap (spin up / spin down) in hartree: 0.213 / 0.213
ΔE to the lowest compared entry with this formula, charge and spin in kcal per mole: 15.33



Q: Which energy values were calculated for the entries above? A: -178202.46525; -60960.89308; -30424.09626; -160086.02391; -48894.15203; -9884.00688; -6749.77253; -63551.60637, in eV.
Q: Which strongest force on any atom values were calculated for the entries above? A: 6.1; 2.0; 2.6; 5.5; 0.2; 0.8; 7.2; 1.1, in eV Å⁻¹.